{"formula": "C38H52N4ORhSi2", "method": "wB97M-V/def2-TZVPD", "total_charge": 1, "max_force_ha_per_bohr": 0.0143, "spin_multiplicity": 5, "energy_ha": -2462.8080, "s_squared": 6.05, "lumo_ev": [-2.15, -4.71], "gap_ha": [0.28966, 0.23709], "species": ["Rh", "C", "Si", "C", "N", "C", "C", "C", "C", "C", "C", "C", "C", "C", "C", "C", "C", "C", "C", "C", "C", "C", "H", "H", "H", "H", "H", "H", "H", "H", "H", "H", "H", "H", "H", "H", "H", "H", "H", "H", "H", "H", "H", "H", "H", "H", "C", "Si", "C", "C", "N", "C", "C", "C", "C", "C", "C", "H", "H", "H", "H", "H", "H", "H", "H", "H", "H", "H", "H", "H", "H", "C", "C", "N", "C", "C", "C", "O", "C", "C", "C", "C", "N", "C", "H", "H", "H", "H", "H", "H", "H", "H", "H", "H", "H", "H", "H", "H"], "coordinates": [[1.324717, -1.025614, 0.081310], [1.067208, -0.755651, 2.126036], [0.204652, 0.858826, 2.281229], [0.844098, 1.924269, 0.837204], [0.979652, 1.204199, -0.470877], [-0.270259, 1.299065, -1.285773], [-0.264051, 2.426257, -2.326882], [0.518745, 3.646477, -1.860676], [1.972922, 3.244949, -1.559866], [2.099594, 1.747623, -1.277050], [0.564021, 1.843437, 3.827891], [1.681153, 2.673142, 3.955550], [1.940597, 3.353401, 5.138218], [1.085939, 3.211089, 6.222669], [-0.027717, 2.387326, 6.120580], [-0.283763, 1.713954, 4.934136], [-1.656018, 0.592494, 2.204776], [-2.221141, -0.673186, 2.377849], [-3.593556, -0.837493, 2.538890], [-4.431192, 0.268070, 2.513114], [-3.895903, 1.534826, 2.302367], [-2.524615, 1.690097, 2.155835], [0.791782, -1.616174, 2.734244], [2.166261, -0.641128, 2.190448], [1.837616, 2.284584, 1.125928], [0.242101, 2.832202, 0.720169], [-1.107383, 1.394848, -0.591096], [-0.391964, 0.354186, -1.813957], [-1.294632, 2.685308, -2.572711], [0.183478, 2.056231, -3.254630], [0.045262, 4.076840, -0.975282], [0.488183, 4.424715, -2.622279], [2.365138, 3.823433, -0.722576], [2.615062, 3.473837, -2.413571], [3.030425, 1.530666, -0.754781], [2.127357, 1.177163, -2.207114], [2.377086, 2.797336, 3.131754], [2.810901, 3.994344, 5.213606], [1.286303, 3.741783, 7.145112], [-0.697441, 2.270876, 6.964031], [-1.164395, 1.081621, 4.866748], [-1.578829, -1.548628, 2.423974], [-4.004977, -1.827653, 2.700773], [-5.498938, 0.145358, 2.651743], [-4.545052, 2.402277, 2.280554], [-2.120489, 2.693895, 2.049489], [4.601215, 0.317043, 1.163335], [4.581574, -1.355255, 0.334643], [6.290419, -1.717173, -0.308719], [4.073375, -2.739385, 1.479324], [3.250970, -1.298529, -0.895742], [3.289568, -1.477912, -2.223657], [4.487360, -1.458177, -3.000477], [4.444049, -1.610512, -4.365916], [3.227036, -1.799700, -5.026209], [2.035982, -1.829215, -4.295743], [2.063191, -1.667528, -2.933561], [5.115595, 0.245385, 2.126911], [3.601709, 0.709668, 1.361715], [5.140720, 1.050493, 0.557917], [6.928584, -1.825512, 0.576149], [6.722157, -0.912446, -0.906194], [6.354239, -2.657897, -0.860300], [4.325623, -2.491261, 2.514561], [4.599445, -3.662901, 1.223715], [3.001346, -2.942418, 1.448325], [5.437104, -1.301719, -2.513421], [5.364328, -1.582393, -4.934402], [3.208422, -1.926538, -6.100462], [1.091626, -1.987973, -4.800621], [1.144673, -1.713965, -2.364538], [-3.651535, 1.199949, -1.749665], [-4.183177, 0.148446, -0.789947], [-4.725795, -1.021931, -1.463305], [-5.960016, -0.831473, -2.238772], [-5.728723, -0.888928, -3.741775], [-4.272809, -2.291600, -1.357284], [-4.874553, -3.243106, -1.832107], [-2.950440, -2.590061, -0.687393], [-2.857077, -3.783751, 0.012868], [-1.630585, -4.174099, 0.521370], [-0.533055, -3.369392, 0.283930], [-0.603081, -2.218659, -0.400794], [-1.799021, -1.842464, -0.865328], [-3.241623, 2.040759, -1.182773], [-4.444185, 1.586274, -2.393166], [-2.868849, 0.799742, -2.400150], [-4.983034, 0.586567, -0.190482], [-3.426879, -0.159595, -0.076117], [-6.377937, 0.131632, -1.943972], [-6.667653, -1.604720, -1.944795], [-5.023369, -0.120660, -4.067351], [-6.669969, -0.731239, -4.272631], [-5.341346, -1.866343, -4.027363], [-3.741397, -4.397346, 0.128363], [-1.511781, -5.093151, 1.078809], [0.446377, -3.649177, 0.652578], [-1.836761, -0.915377, -1.416461]], "forces_ev_per_a": [[-0.326, 0.173, -0.561], [0.688, -0.204, 0.159], [-0.206, 0.001, -0.107], [0.069, -0.011, -0.196], [-0.143, 0.185, -0.114], [0.134, -0.001, 0.112], [-0.022, 0.026, -0.050], [0.002, -0.009, 0.038], [0.021, 0.057, -0.036], [0.002, -0.093, 0.187], [-0.073, 0.013, 0.143], [0.045, 0.002, 0.055], [0.002, -0.006, 0.000], [-0.031, -0.018, -0.018], [0.033, -0.002, -0.024], [-0.006, 0.036, 0.004], [-0.010, 0.028, -0.007], [0.030, -0.041, 0.062], [-0.008, 0.007, 0.017], [0.026, 0.013, 0.001], [0.026, -0.023, 0.062], [-0.021, 0.026, 0.036], [-0.114, 0.066, 0.025], [-0.155, 0.165, 0.513], [-0.011, -0.107, -0.040], [0.006, -0.038, 0.026], [0.036, 0.006, 0.011], [0.011, -0.072, -0.043], [0.008, 0.017, 0.023], [-0.010, 0.006, 0.019], [0.014, -0.026, -0.002], [0.004, -0.004, -0.020], [-0.020, 0.000, 0.015], [-0.015, 0.002, 0.006], [0.033, 0.007, 0.018], [-0.037, -0.009, -0.046], [-0.032, -0.008, 0.009], [-0.031, -0.020, -0.001], [-0.003, -0.014, -0.023], [0.023, 0.010, -0.026], [0.042, 0.037, 0.008], [-0.030, 0.048, -0.009], [0.013, 0.040, -0.013], [0.036, 0.003, 0.001], [0.016, -0.026, -0.003], [-0.016, -0.037, -0.013], [-0.045, 0.082, 0.064], [-0.187, 0.018, -0.285], [0.130, -0.041, 0.101], [0.016, -0.067, 0.120], [0.139, -0.246, 0.071], [-0.043, 0.061, -0.030], [-0.001, 0.009, 0.045], [-0.064, -0.005, -0.053], [0.054, 0.005, 0.050], [0.014, 0.011, -0.015], [0.125, 0.012, -0.033], [-0.008, -0.017, -0.067], [0.057, 0.004, 0.008], [-0.034, -0.038, -0.004], [-0.025, -0.008, -0.038], [-0.019, -0.029, 0.006], [-0.016, 0.064, -0.008], [0.007, -0.026, -0.050], [-0.034, 0.047, -0.016], [0.010, 0.017, 0.011], [-0.059, 0.000, -0.008], [-0.014, -0.002, 0.002], [-0.001, 0.003, 0.018], [0.030, 0.006, -0.005], [-0.128, -0.025, 0.062], [0.018, 0.088, -0.043], [-0.138, 0.029, -0.004], [-0.017, -0.017, -0.129], [0.053, -0.036, 0.020], [-0.012, 0.027, -0.048], [0.063, 0.034, -0.139], [-0.035, -0.004, 0.074], [-0.108, 0.019, -0.017], [0.002, -0.075, 0.056], [0.041, 0.019, -0.001], [-0.035, 0.020, -0.049], [0.115, -0.062, 0.090], [0.043, -0.012, -0.032], [-0.052, -0.046, -0.052], [0.026, -0.016, 0.025], [-0.031, 0.001, 0.034], [-0.028, 0.014, -0.004], [0.088, -0.016, 0.033], [0.028, 0.015, 0.001], [-0.017, -0.030, 0.009], [-0.036, -0.038, 0.027], [0.047, -0.007, 0.041], [0.000, 0.020, 0.018], [0.017, 0.014, -0.012], [-0.022, 0.017, -0.024], [0.031, -0.001, 0.019], [0.054, 0.000, -0.034]], "lowdin_spin": [2.206, 0.261, 0.053, 0.011, 0.106, 0.005, 0.002, 0.000, 0.004, 0.008, 0.013, 0.003, 0.000, 0.002, 0.000, 0.003, 0.002, 0.002, 0.000, 0.001, 0.000, 0.000, 0.024, 0.040, 0.000, 0.002, 0.000, 0.001, 0.000, 0.000, 0.000, 0.000, 0.000, 0.001, 0.002, 0.001, 0.000, 0.000, 0.000, 0.000, 0.000, 0.000, 0.000, 0.000, 0.000, 0.000, 0.014, 0.047, 0.001, 0.024, 0.489, 0.057, 0.136, -0.007, 0.181, -0.004, 0.140, 0.002, 0.002, 0.000, 0.000, 0.000, 0.000, 0.002, 0.000, 0.008, 0.006, -0.004, 0.009, -0.004, 0.011, 0.000, 0.000, 0.000, 0.000, 0.000, 0.000, 0.000, 0.002, 0.006, 0.002, 0.026, 0.077, 0.011, 0.000, 0.000, 0.000, 0.000, 0.000, 0.000, 0.000, 0.000, 0.000, 0.000, 0.000, 0.000, 0.009, 0.001]}